Here is one molecule with the formula C4H7N3 in a non-equilibrium geometry from the OMol25 dataset. Energies are from the ωB97M-V functional and the def2-TZVPD basis.

The geometry in ORCA input format:
```
! RIJCOSX wB97M-V def2-TZVPD def2/J DEFGRID3
* xyz 0 1
C 0.658 -1.540 -0.085
C 1.617 0.378 0.134
C 0.081 0.540 -0.012
C -0.567 1.734 -0.141
H -2.228 -0.669 0.729
H -2.287 -0.915 -0.758
H 0.360 -2.637 -0.221
H 2.107 0.946 -0.708
H 1.931 0.975 0.938
H 0.132 2.503 0.148
H -1.610 1.706 -0.160
N -1.665 -1.218 0.075
N -0.383 -0.720 0.124
N 1.853 -1.083 -0.063
*
```

The calculation puts the total energy at -8728.9745 eV. For the LUMO energy, the calculation gives 0.808 eV. The SMILES is C=C1CN=CN1N. Its relative energy (zero: lowest compared OMol25 entry of this formula, charge and spin) is 62.4 kcal/mol.

Here are the natural (NBO) charges for atoms 1 to 8, given in e: 0.27 -0.31 0.21 -0.57 0.35 0.34 0.20 0.22

---

Here is one molecule with the formula C4H7N3 in a non-equilibrium geometry from the OMol25 dataset. Energies are from the ωB97M-V functional and the def2-TZVPD basis.

The geometry in ORCA input format:
```
! RIJCOSX wB97M-V def2-TZVPD def2/J DEFGRID3
* xyz 0 1
C 1.919 0.422 -0.234
C 0.772 0.802 0.693
N -0.194 -0.262 0.857
C -1.156 -0.469 0.057
N -2.149 -1.342 0.446
C -1.360 0.189 -1.240
N -1.469 0.682 -2.282
H 1.566 0.322 -1.265
H 2.370 -0.525 0.078
H 2.687 1.200 -0.208
H 0.293 1.726 0.342
H 1.171 0.990 1.695
H -1.847 -1.801 1.296
H -2.604 -1.933 -0.234
*
```

The calculation puts the total energy at -8731.1111 eV. For the LUMO energy, the calculation gives 0.577 eV. The SMILES is CC/N=C(/N)C#N. Its relative energy (zero: lowest compared OMol25 entry of this formula, charge and spin) is 13.1 kcal/mol.

Here are the natural (NBO) charges for atoms 1 to 8, given in e: -0.61 -0.24 -0.43 0.33 -0.79 0.20 -0.27 0.21

---

Here is one molecule with the formula C4H7N3 in a non-equilibrium geometry from the OMol25 dataset. Energies are from the ωB97M-V functional and the def2-TZVPD basis.

The geometry in ORCA input format:
```
! RIJCOSX wB97M-V def2-TZVPD def2/J DEFGRID3
* xyz 0 1
C -0.256 -0.403 0.026
C 2.091 -0.237 0.045
C 1.338 1.167 -0.114
C 0.029 1.046 0.010
H -2.805 0.393 -0.943
H -2.975 0.067 0.793
H 1.000 -2.055 -0.429
H 2.880 -0.385 -0.807
H 2.614 -0.123 1.201
H 1.809 2.265 0.095
H -0.727 1.854 0.065
N -2.395 0.377 -0.003
N -1.549 -0.828 0.040
N 0.944 -1.185 -0.004
*
```

The calculation puts the total energy at -8728.3428 eV. For the LUMO energy, the calculation gives 0.943 eV. The SMILES is N/N=C1\C=CCN1. Its relative energy (zero: lowest compared OMol25 entry of this formula, charge and spin) is 76.9 kcal/mol.

Here are the natural (NBO) charges for atoms 1 to 8, given in e: 0.38 -0.25 -0.16 -0.30 0.36 0.37 0.41 0.22

---

Here is one molecule with the formula C4H7N3 from the OMol25 dataset. Energies are from the ωB97M-V functional and the def2-TZVPD basis.

The geometry in ORCA input format:
```
! RIJCOSX wB97M-V def2-TZVPD def2/J DEFGRID3
* xyz 0 1
C 1.896 0.220 -0.286
C 0.692 1.071 -0.007
C -1.535 0.803 0.293
C -2.151 -0.379 -0.060
N -1.373 -1.423 0.354
N -0.242 -1.044 0.873
N -0.338 0.311 0.789
H 2.589 0.770 -0.926
H 2.373 -0.067 0.649
H 1.584 -0.685 -0.816
H 0.874 2.015 0.503
H 0.216 1.334 -0.963
H -2.983 -0.520 -0.726
H -1.604 -2.407 0.321
*
```

The calculation puts the total energy at -8727.6847 eV. For the LUMO energy, the calculation gives 0.576 eV. Its relative energy (zero: lowest compared OMol25 entry of this formula, charge and spin) is 92.1 kcal/mol.

Here are the natural (NBO) charges for atoms 1 to 8, given in e: -0.63 -0.20 -0.11 -0.22 -0.27 -0.06 -0.24 0.22

---

Here is one molecule with the formula C4H7N3 in a non-equilibrium geometry from the OMol25 dataset. Energies are from the ωB97M-V functional and the def2-TZVPD basis.

The geometry in ORCA input format:
```
! RIJCOSX wB97M-V def2-TZVPD def2/J DEFGRID3
* xyz 0 1
N 0.848 1.868 -1.319
C 0.319 0.740 -0.691
C -0.276 0.591 0.559
C -0.389 -0.786 0.826
N -0.896 -1.285 2.026
C 0.110 -1.556 -0.278
N 0.461 -0.472 -1.211
H 0.461 2.031 -2.239
H 0.755 2.694 -0.746
H -0.543 1.407 1.213
H -1.152 -2.262 1.983
H -1.671 -0.743 2.395
H 1.266 -1.483 -0.374
H 0.707 -0.742 -2.145
*
```

The calculation puts the total energy at -8729.0397 eV. For the LUMO energy, the calculation gives 0.851 eV. The SMILES is Nc1c[nH]c(N)c1. Its relative energy (zero: lowest compared OMol25 entry of this formula, charge and spin) is 60.9 kcal/mol.

Here are the natural (NBO) charges for atoms 1 to 8, given in e: -0.81 0.36 -0.41 0.19 -0.80 -0.42 -0.52 0.38

---

Here is one molecule with the formula C4H7N3 in a non-equilibrium geometry from the OMol25 dataset. Energies are from the ωB97M-V functional and the def2-TZVPD basis.

The geometry in ORCA input format:
```
! RIJCOSX wB97M-V def2-TZVPD def2/J DEFGRID3
* xyz 0 1
C 0.119 -0.418 2.252
C 0.472 0.633 0.171
C -0.338 -0.467 -0.464
C 0.424 1.087 -1.899
H 0.182 -1.479 1.617
H -1.072 -0.114 2.053
H 0.374 -0.363 3.277
H 0.344 -1.381 -0.301
H -1.328 -0.665 -0.088
H -1.208 -0.317 -2.397
H 0.601 1.422 -2.928
N 0.783 0.669 1.412
N -0.272 -0.088 -1.852
N 0.919 1.481 -0.853
*
```

The calculation puts the total energy at -8729.5989 eV. For the LUMO energy, the calculation gives 0.616 eV. The SMILES is C/N=C1\CNC=N1. Its relative energy (zero: lowest compared OMol25 entry of this formula, charge and spin) is 48.0 kcal/mol.

Here are the natural (NBO) charges for atoms 1 to 8, given in e: -0.43 0.37 -0.34 0.29 0.18 0.18 0.22 0.22

---

Here is one molecule with the formula C4H7N3 in a non-equilibrium geometry from the OMol25 dataset. Energies are from the ωB97M-V functional and the def2-TZVPD basis.

The geometry in ORCA input format:
```
! RIJCOSX wB97M-V def2-TZVPD def2/J DEFGRID3
* xyz 0 1
C -0.940 1.734 0.212
C 0.109 1.093 -0.318
C 1.744 -0.768 0.128
C -1.856 -1.205 -0.069
H -1.265 2.699 -0.169
H -1.507 1.287 1.042
H 0.927 1.409 -0.979
H 1.735 -1.847 0.209
H 3.507 -0.450 0.141
H -2.493 -0.253 0.035
H -2.413 -2.141 -0.152
N 0.360 -0.331 -0.018
N 2.658 0.076 0.003
N -0.565 -1.304 -0.069
*
```

The calculation puts the total energy at -8728.8891 eV. For the LUMO energy, the calculation gives 1.075 eV. The SMILES is [H]/N=C/N(C=C)N=C. Its relative energy (zero: lowest compared OMol25 entry of this formula, charge and spin) is 64.3 kcal/mol.

Here are the natural (NBO) charges for atoms 1 to 8, given in e: -0.44 -0.03 0.29 -0.17 0.22 0.21 0.23 0.18

---

Here is one molecule with the formula C4H7N3 in a non-equilibrium geometry from the OMol25 dataset. Energies are from the ωB97M-V functional and the def2-TZVPD basis.

The geometry in ORCA input format:
```
! RIJCOSX wB97M-V def2-TZVPD def2/J DEFGRID3
* xyz 0 1
C 0.109 -1.226 0.232
C 0.432 -0.711 -1.153
N 0.766 0.685 -0.900
C 0.072 1.271 0.133
N -0.043 2.524 0.330
C -0.486 0.113 0.882
N -1.352 0.045 1.805
H -1.268 -0.957 1.592
H 1.007 -1.528 0.792
H -0.530 -2.142 0.179
H -0.454 -0.818 -1.801
H 1.270 -1.230 -1.614
H 1.065 1.277 -1.652
H -0.588 2.696 1.175
*
```

The calculation puts the total energy at -8730.2864 eV. For the LUMO energy, the calculation gives 0.611 eV. The SMILES is [H]/N=C1\CCN\C1=N\[H]. Its relative energy (zero: lowest compared OMol25 entry of this formula, charge and spin) is 32.1 kcal/mol.

Here are the natural (NBO) charges for atoms 1 to 8, given in e: -0.51 -0.21 -0.59 0.35 -0.67 0.20 -0.53 0.36

---

Here is C4H7N3 as an isolated structure from the OMol25 dataset. Energies are from the ωB97M-V functional and the def2-TZVPD basis.

The geometry in ORCA input format:
```
! RIJCOSX wB97M-V def2-TZVPD def2/J DEFGRID3
* xyz 0 1
C -1.769 0.813 -0.021
C -0.747 -0.302 0.055
N 0.216 -0.327 -1.025
C 1.465 -0.370 -0.481
N 2.590 -0.596 -1.014
C 1.034 -0.114 0.944
N 1.199 0.102 2.127
H -2.418 0.707 -0.902
H -1.282 1.792 -0.083
H -2.420 0.804 0.862
H -1.203 -1.284 0.243
H -0.032 -0.005 1.566
H 0.036 -0.676 -1.952
H 3.331 -0.543 -0.319
*
```

The calculation puts the total energy at -8726.9563 eV. For the LUMO energy, the calculation gives 0.721 eV. Its relative energy (zero: lowest compared OMol25 entry of this formula, charge and spin) is 108.9 kcal/mol.

Here are the natural (NBO) charges for atoms 1 to 8, given in e: -0.64 -0.25 -0.60 0.37 -0.67 0.12 -0.43 0.21

---

Here is one molecule with the formula C4H7N3 in a non-equilibrium geometry from the OMol25 dataset. Energies are from the ωB97M-V functional and the def2-TZVPD basis.

The geometry in ORCA input format:
```
! RIJCOSX wB97M-V def2-TZVPD def2/J DEFGRID3
* xyz 0 1
C 0.436 1.330 0.107
C -0.633 0.697 -0.723
C 0.581 0.061 0.933
C -0.845 -0.455 0.271
N 1.545 -0.854 0.317
N 0.994 -1.762 -0.359
N -0.391 -1.686 -0.328
H 1.358 1.470 -0.449
H 0.234 2.207 0.743
H -1.480 1.387 -0.935
H -0.119 0.282 -1.586
H 0.811 0.018 1.964
H -1.617 -0.445 1.005
H -0.874 -2.249 -0.961
*
```

The calculation puts the total energy at -8728.9129 eV. For the LUMO energy, the calculation gives 1.043 eV. The SMILES is C1C[C@H]2NN=N[C@@H]12. Its relative energy (zero: lowest compared OMol25 entry of this formula, charge and spin) is 63.8 kcal/mol.

Here are the natural (NBO) charges for atoms 1 to 8, given in e: -0.41 -0.43 -0.10 -0.10 -0.22 0.04 -0.48 0.22

---

Here is one molecule with the formula C4H7N3 from the OMol25 dataset. Energies are from the ωB97M-V functional and the def2-TZVPD basis.

The geometry in ORCA input format:
```
! RIJCOSX wB97M-V def2-TZVPD def2/J DEFGRID3
* xyz 0 1
N -2.520 -0.299 0.143
C -1.139 -0.088 0.005
C -0.042 -0.905 0.177
C 1.114 -0.064 0.144
N 2.434 -0.479 0.419
C 0.688 1.217 -0.101
N -0.693 1.185 -0.180
H -3.061 -0.245 -0.706
H -2.740 -1.130 0.671
H -0.055 -1.978 0.322
H 3.119 0.182 0.074
H 2.639 -1.393 0.036
H 1.231 2.148 -0.163
H -1.303 1.977 -0.281
*
```

The calculation puts the total energy at -8731.6164 eV. For the LUMO energy, the calculation gives 1.077 eV. The SMILES is Nc1c[nH]c(N)c1. Its relative energy (zero: lowest compared OMol25 entry of this formula, charge and spin) is 1.5 kcal/mol.

Here are the natural (NBO) charges for atoms 1 to 8, given in e: -0.84 0.30 -0.39 0.10 -0.81 -0.17 -0.52 0.37

---

Here is one molecule with the formula C4H7N3 in a non-equilibrium geometry from the OMol25 dataset. Energies are from the ωB97M-V functional and the def2-TZVPD basis.

The geometry in ORCA input format:
```
! RIJCOSX wB97M-V def2-TZVPD def2/J DEFGRID3
* xyz 0 1
C -0.628 2.013 0.801
C -0.763 -0.014 -0.536
C 1.126 -1.269 -1.191
C 0.714 -2.005 0.019
H -1.434 3.683 2.151
H 0.361 1.901 1.272
H -1.487 -0.392 -1.205
H 2.141 -1.479 -1.231
H 0.921 -1.327 -2.287
H -0.227 -2.629 0.220
H 1.291 -2.081 1.042
N -1.512 2.943 1.295
N -1.117 1.153 -0.301
N 0.614 -0.497 -0.049
*
```

The calculation puts the total energy at -8726.0090 eV. For the LUMO energy, the calculation gives 0.596 eV. The SMILES is [H]/N=C/N=C\N1CC1. Its relative energy (zero: lowest compared OMol25 entry of this formula, charge and spin) is 130.8 kcal/mol.

Here are the natural (NBO) charges for atoms 1 to 8, given in e: 0.23 0.26 -0.30 -0.29 0.39 0.17 0.20 0.21

---

Which of these has the lowest relative energy (zero: lowest compared OMol25 entry of this formula, charge and spin)?
number 11